No. 1
{
  "formula": "C5H11O2",
  "method": "the ωB97M-V functional and the def2-TZVPD basis",
  "elements": ["O", "C", "C", "C", "C", "C", "O", "H", "H", "H", "H", "H", "H", "H", "H", "H", "H", "H"],
  "coordinates": [[1.04503, 1.98764, 2.47484], [1.13151, 1.38261, 1.27088], [0.74561, -0.13355, 1.36955], [-0.27750, -0.76213, 0.39102], [0.22467, -0.91927, -1.03205], [-0.86544, -1.20917, -2.03820], [-1.89337, -0.23966, -2.16130], [2.11863, 1.56209, 0.87713], [0.26581, 1.61881, 0.47430], [0.12087, -0.00031, 2.27026], [1.69265, -0.75249, 1.54408], [-0.57336, -1.76343, 0.77559], [-1.14534, -0.07184, 0.34341], [1.05557, -1.63910, -0.92691], [0.76367, -0.01310, -1.38567], [-1.09604, -2.23242, -1.72275], [-0.53006, -1.25577, -3.07207], [-1.68582, 0.49457, -1.57065]],
  "nbo_charge": [-0.95, 0.00, -0.46, -0.40, -0.44, -0.06, -0.73, 0.11, 0.00, 0.23, 0.17, 0.19, 0.18, 0.21, 0.20, 0.15, 0.16, 0.47],
  "total_energy_ha": -347.5257,
  "relative_energy_ev": 3.373,
  "molar_mass_g_mol": 103.1,
  "homo_ev": -2.33,
  "smiles": "[O-]CCCCCO",
  "total_charge": -1,
  "gap_ha": 0.217
}


No. 2
{
  "formula": "C2HNO3S",
  "method": "the ωB97M-V functional and the def2-TZVPD basis",
  "elements": ["C", "C", "N", "O", "O", "O", "S", "H"],
  "coordinates": [[3.61216, -0.56160, 0.04972], [1.75050, 1.56590, 0.06262], [3.36898, 0.28250, -0.71058], [4.05414, -1.38756, 0.74776], [2.18797, 2.61181, 0.01300], [0.93744, 0.68883, 0.07716], [-0.78149, 0.86890, 0.62637], [-1.22254, 0.01020, -0.32611]],
  "mulliken_spin": [-0.01, 0.19, 0.60, 0.41, 0.05, -0.01, 0.78, -0.01],
  "total_energy_ha": -755.2812,
  "relative_energy_ev": 1.956,
  "molar_mass_g_mol": 119.1,
  "homo_ev": [-7.00, -8.95],
  "total_charge": 0,
  "spin_multiplicity": 3,
  "gap_ha": [0.266, 0.161]
}


No. 3
{
  "formula": "C3H9N3O",
  "method": "the ωB97M-V functional and the def2-TZVPD basis",
  "elements": ["C", "C", "N", "C", "O", "N", "N", "H", "H", "H", "H", "H", "H", "H", "H", "H"],
  "coordinates": [[2.47218, 0.61143, 0.43683], [1.49186, 0.02913, -0.57390], [0.12681, 0.34458, -0.23193], [-0.80233, -0.56818, 0.09619], [-0.73718, -1.76516, -0.05984], [-2.01262, 0.17508, 0.38819], [-3.20067, -0.42266, -0.12416], [3.49247, 0.37051, 0.14893], [2.37319, 1.69412, 0.48579], [2.28497, 0.19935, 1.42571], [1.56492, -1.06034, -0.59963], [1.71011, 0.41864, -1.57427], [-0.25031, 1.29914, -0.04317], [-2.13609, 0.31747, 1.38469], [-3.13855, -1.44249, -0.04237], [-3.23879, -0.20060, -1.11705]],
  "nbo_charge": [-0.61, -0.22, -0.61, 0.76, -0.63, -0.55, -0.65, 0.21, 0.20, 0.21, 0.23, 0.19, 0.41, 0.37, 0.35, 0.35],
  "total_energy_ha": -359.2010,
  "relative_energy_ev": 1.181,
  "molar_mass_g_mol": 103.1,
  "homo_ev": -9.64,
  "smiles": "CCNC(=O)NN",
  "total_charge": 0,
  "gap_ha": 0.388
}


No. 4
{
  "formula": "C3H5OS",
  "method": "the ωB97M-V functional and the def2-TZVPD basis",
  "elements": ["C", "C", "C", "O", "S", "H", "H", "H", "H", "H"],
  "coordinates": [[-1.65743, -0.21185, 0.09473], [1.17283, -0.32713, -0.25933], [0.17602, 0.61196, 0.19140], [-1.46608, -1.42923, 0.06271], [-2.98896, 0.69545, -0.13897], [2.15663, -0.06227, 0.18240], [0.99391, -1.22659, 0.15309], [1.46877, -0.23498, -1.32304], [0.04720, 1.57675, -0.24690], [0.09712, 0.60789, 1.28391]],
  "nbo_charge": [0.32, -0.62, -0.52, -0.70, -0.42, 0.16, 0.22, 0.19, 0.19, 0.18],
  "total_energy_ha": -590.7303,
  "relative_energy_ev": 1.143,
  "molar_mass_g_mol": 89.1,
  "homo_ev": -2.88,
  "total_charge": -1,
  "gap_ha": 0.252
}


No. 5
{
  "formula": "C4H7N3",
  "method": "the ωB97M-V functional and the def2-TZVPD basis",
  "elements": ["C", "C", "C", "C", "N", "N", "N", "H", "H", "H", "H", "H", "H", "H"],
  "coordinates": [[-0.35585, -1.60853, -1.74918], [-0.99446, -0.47607, -1.34043], [1.59039, -0.90620, 1.02017], [-0.55942, 1.12680, 0.44280], [0.66488, -1.94101, -0.85255], [-0.24480, -0.06959, -0.22814], [0.73862, -0.97793, 0.04616], [-0.62242, -2.54525, -2.50927], [-1.73449, 0.11505, -1.74979], [1.37196, -0.20576, 1.70954], [2.48904, -1.59758, 1.09258], [-1.40879, 1.45797, 0.05989], [-0.57814, 0.82668, 1.57216], [0.16991, 1.94455, 0.31259]],
  "nbo_charge": [-0.08, -0.17, -0.42, -0.39, -0.35, -0.19, 0.11, 0.24, 0.22, 0.18, 0.23, 0.21, 0.20, 0.20],
  "total_energy_ha": -320.7178,
  "relative_energy_ev": 4.504,
  "molar_mass_g_mol": 97.1,
  "homo_ev": -6.65,
  "total_charge": 0,
  "gap_ha": 0.276
}


No. 6
{
  "formula": "C4H8N3S",
  "method": "the ωB97M-V functional and the def2-TZVPD basis",
  "elements": ["C", "N", "C", "C", "N", "N", "C", "S", "H", "H", "H", "H", "H", "H", "H", "H"],
  "coordinates": [[0.64216, -2.23286, 0.17905], [0.15958, -0.84628, 0.06553], [-1.06412, -0.51995, -0.10648], [-1.43074, 0.89330, -0.25528], [-0.51743, 1.81039, 0.35115], [0.85150, 1.67718, 0.00783], [1.43133, 0.47441, -0.03848], [2.92376, -0.11078, -0.07619], [0.45325, -2.64519, -0.87436], [1.66118, -2.31847, 0.46307], [0.08873, -2.48940, 1.07832], [-1.76479, -1.23432, -0.19665], [-1.61564, 1.09169, -1.43448], [-2.35335, 1.16456, 0.04870], [-0.69780, 2.78060, 0.37818], [1.23238, 2.50511, 0.41010]],
  "nbo_charge": [-0.45, -0.28, 0.24, -0.30, -0.44, -0.43, 0.19, 0.15, 0.25, 0.26, 0.25, 0.22, 0.22, 0.26, 0.40, 0.44],
  "total_energy_ha": -719.2913,
  "relative_energy_ev": 4.342,
  "molar_mass_g_mol": 130.2,
  "homo_ev": -12.93,
  "smiles": "C[N+]1=CCNNC1=S",
  "total_charge": 1,
  "gap_ha": 0.305
}